#P
Below is a 6-piece molecular cluster, C6H23NO6 overall, with properties calculated with the ωB97M-V functional and the def2-TZVPD basis.

Last column: Mulliken charge in e.
Geometry (Å):
C (-2.324, -0.185, -1.691)  -1.147
C (-0.953, 0.423, -2.072)  -0.265
N (0.259, -0.276, -1.536)  -0.282
C (0.919, 0.460, -0.432)  -0.065
C (0.135, 0.364, 0.907)  -0.199
O (-0.960, -0.105, 1.016)  -0.352
C (2.336, -0.071, -0.459)  -0.755
C (3.388, 0.707, 0.310)  -1.153
H (-2.715, 0.302, -0.788)  0.258
H (-3.004, -0.050, -2.526)  0.298
H (-2.304, -1.188, -1.290)  0.223
H (-0.809, 0.367, -3.161)  0.430
H (-0.985, 1.459, -1.735)  0.282
H (0.112, -1.271, -1.452)  0.297
H (0.906, 1.500, -0.787)  0.308
H (0.750, 0.539, 1.832)  0.266
H (2.660, -0.215, -1.499)  0.521
H (2.419, -1.140, -0.169)  0.372
H (3.801, 0.050, 1.088)  0.305
H (4.036, 1.272, -0.331)  0.279
H (2.895, 1.440, 0.964)  0.353
O (0.981, -2.236, 2.934)  -0.625
H (1.535, -2.570, 3.635)  0.272
H (0.047, -2.269, 3.246)  0.398
O (-2.492, -2.714, 1.333)  -0.745
H (-2.102, -2.143, 0.674)  0.319
H (-3.436, -2.468, 1.398)  0.353
O (2.577, 2.640, -3.135)  -0.655
H (1.930, 2.026, -2.783)  0.354
H (3.393, 2.129, -3.158)  0.313
O (-1.581, -1.835, 3.773)  -0.765
H (-1.313, -0.940, 3.551)  0.328
H (-1.839, -2.178, 2.882)  0.466
O (-2.630, 2.482, 0.073)  -0.583
H (-2.521, 3.443, 0.107)  0.283
H (-3.111, 2.251, -0.720)  0.315

Output
spin multiplicity = 1
gap between HOMO and LUMO = 9.32 eV
HOMO level = -0.3244 Eh
SMILES = CCN[C@@H](C=O)CC.O.O.O.O.O



#Q
Below is a 6-piece molecular cluster, C6H23NO6 overall, with properties calculated with the ωB97M-V functional and the def2-TZVPD basis.

Last column: Mulliken charge in e.
Geometry (Å):
C (-2.363, -0.960, 0.449)  -1.199
N (-1.183, -1.272, -0.323)  -0.019
C (-0.081, -0.558, -0.035)  0.336
O (0.868, -0.895, -0.790)  -0.720
C (-0.013, 0.492, 1.045)  -1.494
C (-0.720, 1.844, 0.998)  1.486
C (-0.537, 2.438, 2.329)  -1.357
C (-0.268, 2.689, -0.238)  -1.251
H (-2.055, -0.689, 1.449)  0.426
H (-2.868, -0.141, 0.195)  0.427
H (-3.002, -1.909, 0.480)  0.331
H (-1.277, -1.801, -1.173)  0.265
H (-0.260, 0.134, 2.078)  0.490
H (1.101, 0.808, 1.023)  0.372
H (-1.805, 1.649, 0.697)  0.043
H (-0.673, 3.571, 2.159)  0.393
H (-1.285, 2.004, 2.986)  0.359
H (0.476, 2.073, 2.928)  0.209
H (0.286, 1.934, -0.793)  0.293
H (-1.026, 3.015, -0.980)  0.299
H (0.406, 3.469, 0.075)  0.364
O (1.726, -2.226, 3.684)  -0.680
H (2.695, -2.074, 3.664)  0.384
H (1.431, -1.769, 4.554)  0.307
O (-0.485, -2.730, -3.144)  -0.667
H (0.349, -2.274, -2.686)  0.324
H (-0.322, -3.556, -2.661)  0.305
O (3.638, -0.749, 3.108)  -0.685
H (4.489, -0.990, 2.667)  0.347
H (3.146, -0.597, 2.257)  0.333
O (-1.662, -0.760, -4.299)  -0.588
H (-2.108, -1.375, -3.714)  0.291
H (-2.034, 0.044, -4.476)  0.280
O (2.033, 0.630, -4.398)  -0.611
H (2.112, 0.299, -5.188)  0.270
H (1.273, 0.230, -3.929)  0.334

Output
spin multiplicity = 1
gap between HOMO and LUMO = 10.05 eV
HOMO level = -0.3519 Eh
SMILES = CNC(=O)CC(C)C.O.O.O.O.O



Energies relative to the most stable structure, in kJ/mol: #P 0.0; #Q 123.9.



#P
Below is a 2-piece molecular cluster, C3H8O3S2 overall, with properties calculated with the ωB97M-V functional and the def2-TZVPD basis.

Last column: Mulliken charge in e.
Geometry (Å):
O (-2.483, -0.476, -1.568)  -0.558
C (-1.281, -0.391, -1.531)  0.196
O (-0.526, -0.268, -2.634)  -0.440
C (-0.501, -0.102, -0.224)  -0.144
C (-0.859, -1.193, 0.762)  -0.501
S (-0.420, -0.743, 2.507)  -0.099
S (-0.006, 1.221, 2.665)  -0.220
H (-1.122, -0.349, -3.395)  0.343
H (0.523, -0.270, -0.551)  0.045
H (-0.854, 0.913, -0.071)  0.444
H (-0.258, -2.088, 0.627)  0.341
H (-1.899, -1.424, 0.700)  0.404
H (1.289, 1.518, 2.330)  0.172
O (2.579, 1.568, 0.185)  -0.602
H (2.288, 0.650, 0.124)  0.302
H (3.528, 1.434, 0.073)  0.317

Output
spin multiplicity = 1
gap between HOMO and LUMO = 9.42 eV
HOMO level = -0.3333 Eh
SMILES = O=C(O)CCSS.O



#Q
Below is a 2-piece molecular cluster, C3H8O3S2 overall, with properties calculated with the ωB97M-V functional and the def2-TZVPD basis.

Last column: Mulliken charge in e.
Geometry (Å):
O (0.064, -0.027, -2.261)  -0.535
C (-0.754, -0.711, -1.705)  0.368
O (-1.276, -1.804, -2.317)  -0.463
C (-1.386, -0.384, -0.416)  -0.590
C (-0.368, 0.404, 0.430)  -0.185
S (-1.174, 0.985, 1.890)  -0.046
S (0.318, 1.992, 2.851)  -0.226
H (-0.739, -2.158, -3.034)  0.353
H (-2.185, 0.364, -0.690)  0.309
H (-1.872, -1.243, 0.119)  0.401
H (-0.114, 1.282, -0.278)  0.377
H (0.515, -0.249, 0.563)  -0.005
H (0.510, 2.922, 1.953)  0.169
O (3.187, -0.321, 0.992)  -0.624
H (2.402, 0.014, 1.442)  0.382
H (2.871, -1.065, 0.462)  0.314

Output
spin multiplicity = 1
gap between HOMO and LUMO = 9.54 eV
HOMO level = -0.3375 Eh
SMILES = O=C(O)CCSS.O



Energies relative to the most stable structure, in kJ/mol: #P 17.4; #Q 0.0.



#P
Below is one molecule with the formula C5H5ClS, with properties calculated with the ωB97M-V functional and the def2-TZVPD basis.

Last column: Mulliken charge in e.
Geometry (Å):
C (0.420, -1.077, 1.544)  -0.558
C (-0.438, -1.091, 0.525)  -0.325
C (-0.081, -0.593, -0.817)  0.567
Cl (0.160, -1.870, -1.980)  -0.184
C (0.114, 0.672, -1.206)  -0.387
C (-0.111, 1.885, -0.430)  -0.339
S (-1.167, 2.138, 0.772)  -0.197
H (0.136, -1.483, 2.499)  0.277
H (1.428, -0.642, 1.450)  0.258
H (-1.471, -1.515, 0.622)  0.284
H (0.490, 0.856, -2.215)  0.316
H (0.519, 2.720, -0.765)  0.287

Output
spin multiplicity = 1
gap between HOMO and LUMO = 7.83 eV
HOMO level = -0.3203 Eh
SMILES = C=C/C(Cl)=C\C=S



#Q
Below is one molecule with the formula C5H5ClS, with properties calculated with the ωB97M-V functional and the def2-TZVPD basis.

Last column: Mulliken charge in e.
Geometry (Å):
S (0.777, 1.460, 2.263)  -0.230
C (-0.403, 0.671, 0.962)  0.096
C (-0.739, -0.799, 1.137)  -0.490
C (-0.859, -1.466, -0.017)  -0.442
C (-0.291, -0.525, -1.006)  0.438
Cl (0.145, -0.829, -2.613)  -0.200
C (0.042, 0.646, -0.396)  -0.701
H (1.820, 0.547, 2.158)  0.152
H (-1.311, 1.208, 1.185)  0.258
H (-1.158, -1.192, 2.104)  0.321
H (-1.148, -2.450, -0.390)  0.402
H (0.405, 1.468, -0.944)  0.397

Output
spin multiplicity = 1
gap between HOMO and LUMO = 8.89 eV
HOMO level = -0.3198 Eh
SMILES = S[C@@H]1C=CC(Cl)=C1



Energies relative to the most stable structure, in kJ/mol: #P 25.6; #Q 0.0.



#P
Below is a 2-piece molecular cluster, CHPS3 overall, with properties calculated with the ωB97M-V functional and the def2-TZVPD basis.

Last column: Mulliken charge in e.
Geometry (Å):
C (-2.499, 0.664, -0.754)  0.043
P (0.587, -0.469, 0.076)  0.350
S (-3.875, 0.161, -0.315)  -0.077
S (0.010, 1.223, 0.959)  -0.249
S (2.676, -0.310, 0.461)  -0.230
H (3.101, -1.269, -0.427)  0.162

Output
spin multiplicity = 1
gap between HOMO and LUMO = 7.42 eV
HOMO level = -0.3245 Eh



#Q
Below is a 2-piece molecular cluster, CHPS3 overall, with properties calculated with the ωB97M-V functional and the def2-TZVPD basis.

Last column: Mulliken charge in e.
Geometry (Å):
C (-2.065, -1.379, 0.065)  0.499
P (2.127, 0.056, 0.414)  0.003
S (-1.832, -2.064, 1.462)  -0.234
S (-2.470, -0.723, -1.260)  -0.271
S (1.989, 1.611, -0.835)  -0.181
H (2.251, 2.499, 0.153)  0.184

Output
spin multiplicity = 1
gap between HOMO and LUMO (spin up / spin down) = 6.81 / 6.81 eV
HOMO level (spin up / spin down) = -0.2921 / -0.2924 Eh



Energies relative to the most stable structure, in kJ/mol: #P 11.2; #Q 0.0.



#P
Below is one molecule with the formula C8H10N2O2S, with properties calculated with the ωB97M-V functional and the def2-TZVPD basis.

Last column: Mulliken charge in e.
Geometry (Å):
C (2.400, -1.279, -0.392)  -0.699
C (1.877, -0.099, 0.118)  -0.284
C (1.532, -2.373, -0.498)  -0.339
C (0.492, 0.034, 0.349)  0.797
C (-0.254, -1.115, 0.214)  0.027
C (-1.751, -1.104, 0.344)  0.283
C (-2.505, -0.746, -0.920)  -1.223
C (0.947, 2.457, 0.243)  -1.115
N (0.234, -2.273, -0.159)  -0.610
N (0.060, 1.332, 0.533)  0.097
O (-1.693, 3.034, 1.082)  -0.484
O (-1.916, 0.275, 1.129)  -0.546
S (-1.200, 1.799, 1.593)  0.577
H (3.385, -1.533, -0.656)  0.424
H (2.675, 0.679, 0.177)  0.202
H (2.033, -3.303, -0.817)  0.316
H (-2.058, -1.916, 0.894)  0.437
H (-2.084, -1.343, -1.798)  0.291
H (-2.332, 0.227, -1.019)  0.407
H (-3.658, -0.922, -0.912)  0.292
H (1.366, 2.434, -0.692)  0.482
H (0.524, 3.391, 0.266)  0.422
H (1.924, 2.343, 0.920)  0.247

Output
spin multiplicity = 1
gap between HOMO and LUMO = 8.94 eV
HOMO level = -0.3154 Eh



#Q
Below is one molecule with the formula C8H10N2O2S, with properties calculated with the ωB97M-V functional and the def2-TZVPD basis.

Last column: Mulliken charge in e.
Geometry (Å):
C (0.571, -2.003, -1.201)  -0.395
C (1.767, -1.512, -0.700)  -0.268
C (-0.404, -1.215, -1.762)  -0.953
C (1.977, -0.121, -0.674)  -0.722
C (-1.396, 1.288, -0.222)  -0.078
C (-0.152, 0.218, -1.896)  0.901
C (1.048, 0.714, -1.237)  -0.302
C (-1.354, 0.688, 2.859)  -0.898
N (-1.433, 0.747, -1.399)  -0.701
N (-0.340, 1.320, 0.595)  -0.442
O (1.248, 0.465, 2.299)  -0.693
O (-0.254, -1.158, 1.308)  -0.579
S (-0.044, 0.188, 1.726)  1.186
H (0.451, -3.096, -1.175)  0.336
H (2.542, -2.127, -0.451)  0.557
H (-1.285, -1.573, -2.145)  0.550
H (2.848, 0.350, -0.406)  0.514
H (-2.247, 1.953, 0.021)  0.484
H (-0.089, 0.582, -2.978)  0.273
H (1.398, 1.707, -1.595)  0.336
H (-1.875, -0.037, 3.433)  0.339
H (-0.916, 1.421, 3.483)  0.347
H (-2.063, 1.201, 2.118)  0.210

Output
spin multiplicity = 1
gap between HOMO and LUMO (spin up / spin down) = 7.17 / 7.18 eV
HOMO level (spin up / spin down) = -0.3205 / -0.3205 Eh



Energies relative to the most stable structure, in kJ/mol: #P 0.0; #Q 92.1.



#P
Below is one molecule with the formula C5H7P, with properties calculated with the ωB97M-V functional and the def2-TZVPD basis.

Last column: Mulliken charge in e.
Geometry (Å):
C (-1.755, 0.302, -0.096)  -1.078
C (-0.339, 0.165, -0.162)  0.571
P (0.729, 1.533, -0.584)  -0.201
C (2.196, 0.493, -0.205)  -0.356
C (1.796, -0.783, 0.015)  -0.319
C (0.355, -1.008, 0.004)  -0.517
H (-2.126, 1.044, 0.789)  0.228
H (-2.126, -0.713, 0.083)  0.320
H (-2.117, 0.769, -0.884)  0.393
H (0.476, 2.131, 0.711)  0.049
H (3.346, 0.751, -0.347)  0.279
H (2.470, -1.535, 0.379)  0.354
H (-0.153, -1.944, 0.305)  0.278

Output
spin multiplicity = 1
gap between HOMO and LUMO = 9.15 eV
HOMO level = -0.3127 Eh
SMILES = CC1=[PH]=CC=C1



#Q
Below is C5H7P as an isolated structure, with properties calculated with the ωB97M-V functional and the def2-TZVPD basis.

Last column: Mulliken charge in e.
Geometry (Å):
C (3.224, 0.080, 0.049)  -0.664
C (-3.397, -0.072, -0.122)  -0.541
C (2.185, -0.725, -0.127)  -0.206
C (-2.174, 0.393, -0.077)  -0.160
C (0.516, 0.070, 0.365)  -0.344
P (-0.799, -0.824, -0.358)  -0.071
H (4.137, -0.252, -0.385)  0.254
H (3.571, 0.874, 0.747)  0.273
H (-4.287, 0.676, 0.085)  0.175
H (-3.735, -1.101, -0.196)  0.262
H (1.983, -1.560, -0.723)  0.359
H (-1.985, 1.428, 0.002)  0.298
H (0.763, 1.012, 0.740)  0.364

Output
spin multiplicity = 1
gap between HOMO and LUMO = 8.67 eV
HOMO level = -0.3170 Eh



Energies relative to the most stable structure, in kJ/mol: #P 0.0; #Q 276.4.



#P
Below is a 2-piece molecular cluster, H2IO2PS overall, with properties calculated with the ωB97M-V functional and the def2-TZVPD basis.

Last column: Mulliken charge in e.
Geometry (Å):
O (1.991, -0.433, 0.650)  -0.481
P (1.364, 0.198, -0.493)  0.639
S (0.975, -0.534, -2.237)  -0.255
I (0.819, 2.545, -0.056)  0.080
O (-1.662, -0.320, 0.445)  -0.621
H (-1.874, -1.246, 0.291)  0.313
H (-1.613, -0.209, 1.401)  0.325

Output
spin multiplicity = 1
gap between HOMO and LUMO = 8.71 eV
HOMO level = -0.3624 Eh
SMILES = O=P(=S)I.O



#Q
Below is a 2-piece molecular cluster, H2IO2PS overall, with properties calculated with the ωB97M-V functional and the def2-TZVPD basis.

Last column: Mulliken charge in e.
Geometry (Å):
O (-0.454, -0.899, 0.794)  -0.389
O (0.112, -0.403, -1.451)  -0.436
P (0.359, 0.221, -0.003)  0.319
S (-1.936, 2.400, 0.633)  -0.075
I (2.649, -0.534, 0.173)  -0.133
H (-0.164, -0.947, 1.752)  0.347
H (-0.566, 0.163, -1.899)  0.366

Output
spin multiplicity = 1
gap between HOMO and LUMO (spin up / spin down) = 6.56 / 6.58 eV
HOMO level (spin up / spin down) = -0.3382 / -0.3441 Eh



Energies relative to the most stable structure, in kJ/mol: #P 0.0; #Q 238.5.



#P
Below is an isolated ion of composition CH2O3P2 and charge -2, with properties calculated with the ωB97M-V functional and the def2-TZVPD basis.

Last column: Mulliken charge in e.
Geometry (Å):
C (0.986, -0.990, -1.051)  -0.705
P (0.497, 0.616, -0.942)  -0.314
O (0.792, 1.191, 0.413)  -0.397
P (-1.495, 0.605, 0.710)  -0.098
O (-1.695, 1.959, 1.239)  -0.507
O (-1.157, -0.484, 1.669)  -0.510
H (0.945, -1.490, -2.049)  0.282
H (1.126, -1.407, 0.011)  0.249

Output
total charge = -2
spin multiplicity = 1
gap between HOMO and LUMO = 6.51 eV
HOMO level = 0.0461 Eh
SMILES = C=P([O-])=P(=O)[O-]



#Q
Below is a 3-piece molecular cluster, CH2O3P2 overall, with properties calculated with the ωB97M-V functional and the def2-TZVPD basis.

Last column: Mulliken charge in e.
Geometry (Å):
C (0.072, 0.058, -2.574)  -0.209
O (0.797, -2.432, -1.679)  -0.690
O (-0.427, -1.659, -3.854)  -0.354
O (-1.765, -2.123, -1.812)  -0.722
P (0.081, -0.162, -4.262)  0.002
P (-0.373, -1.665, -2.151)  0.801
H (0.592, 1.320, -1.875)  0.171
H (1.023, 6.664, 18.207)  -1.000

Output
total charge = -2
spin multiplicity = 1
gap between HOMO and LUMO = 3.17 eV
HOMO level = 0.0480 Eh



Energies relative to the most stable structure, in kJ/mol: #P 0.0; #Q 99.9.